# 1
Computed, not measured: a cluster of 2 separate species, C6H14N2O2 in total in a non-equilibrium geometry, with ωB97M-V/def2-TZVPD.

Atoms and positions in Å:
H 1.76 -2.54 -0.59
H -1.72 -0.79 0.60
H 1.51 1.47 1.45
H 0.22 -1.80 -0.72
H 0.15 3.33 -1.28
C -0.35 -1.90 2.08
N 1.15 2.20 0.74
H 0.67 3.20 1.10
O 1.44 -3.32 1.64
H -1.03 2.75 -3.05
H -0.07 -1.03 2.65
H -0.08 1.13 -3.34
O 0.82 0.33 -0.47
H -2.52 -1.41 2.17
C -0.53 1.77 -2.61
C 0.41 2.44 -1.68
H -2.15 -2.34 0.86
H -0.56 -2.70 2.69
C 0.72 1.52 -0.43
C 0.80 -2.43 1.16
C -1.76 -1.59 1.41
H 1.33 2.72 -2.22
N 0.95 -2.07 -0.09
H -1.16 1.04 -2.07

Output
SMILES: CCC(N)=O.CCC(N)=O
charge: 0

---

# 2
Computed, not measured: a cluster of 2 separate species, C6H14N2O2 in total in a non-equilibrium geometry, with ωB97M-V/def2-TZVPD.

Atoms and positions in Å:
H -1.05 1.69 1.09
H 0.03 -4.61 -1.18
C -1.51 -3.41 0.29
N -0.34 -2.86 -0.32
C 1.06 3.91 -0.23
O 2.66 2.23 1.43
H -0.86 -0.97 -0.96
H 0.82 -1.04 -0.33
H 1.17 0.83 1.30
H -2.27 -2.62 0.45
H -0.86 1.57 -0.69
H -0.57 -1.04 0.81
H -1.55 3.05 0.05
H -1.26 -3.85 1.27
N 0.63 2.60 0.40
H -1.95 -4.20 -0.34
H 0.41 4.09 -1.10
C -0.80 2.25 0.18
C -0.22 -1.40 -0.17
H 0.95 4.76 0.46
C 0.40 -3.56 -1.19
C 1.56 1.85 1.04
H 2.11 3.88 -0.58
O 1.44 -3.16 -1.68

Output
SMILES: CN(C)C=O.CN(C)C=O
charge: 0

---

# 3
Computed, not measured: a cluster of 2 separate species, C6H14N2O2 in total in a non-equilibrium geometry, with ωB97M-V/def2-TZVPD.

Atoms and positions in Å:
H -0.80 -0.17 1.00
H -2.61 -0.81 1.09
C 1.50 -0.23 1.58
O -1.64 -1.12 -1.82
H 2.19 -1.32 -0.02
H -1.98 1.68 -0.41
H 1.37 -1.04 3.61
H 0.70 -2.06 2.35
C -1.65 -0.70 0.59
N 2.21 -0.42 0.44
H 1.58 1.44 -0.30
H 2.41 -1.87 2.51
H -3.08 1.18 -2.87
H -1.99 2.52 -2.56
C -2.09 1.45 -2.48
H -1.33 -1.75 0.49
C -1.71 -0.34 -0.89
C 1.45 -1.36 2.57
O 0.98 0.85 1.82
H -1.42 0.95 -3.18
H 3.34 1.10 -0.38
N -1.93 0.98 -1.12
C 2.34 0.69 -0.50
H 2.17 0.35 -1.51

Output
SMILES: CNC(C)=O.CNC(C)=O
charge: 0

---

# 4
Computed, not measured: a cluster of 2 separate species, C6H14N2O2 in total in a non-equilibrium geometry, with ωB97M-V/def2-TZVPD.

Atoms and positions in Å:
O 1.63 1.92 0.60
H 1.31 -0.86 -0.63
C -0.31 2.77 -0.52
H -0.14 -0.32 2.40
C -0.47 -2.10 -0.72
H 0.91 1.02 3.37
H 1.10 -0.26 -2.96
H 0.27 2.73 -1.51
H 0.64 -2.44 1.14
C -0.46 -2.44 0.78
O -1.27 -2.51 -1.45
N -0.38 1.64 1.66
H -0.56 -0.77 -3.10
C -0.09 0.79 2.80
H 0.65 -1.93 -3.19
H -0.26 3.84 -0.25
H -1.19 -1.90 1.36
C 0.44 -0.98 -2.69
H -1.32 2.33 -0.78
H -0.78 0.96 3.58
N 0.56 -1.21 -1.19
H -0.83 -3.45 0.74
H -1.22 2.05 1.79
C 0.42 2.10 0.61

Output
SMILES: CNC(C)=O.CNC(C)=O
charge: 0

---

In the order shown, the computed energy values come out to -496.95696; -496.97636; -497.01862; -496.97939 Ha.
In the order shown, the computed energy relative to the best compared isomer or geometry (same formula, charge and spin) values come out to 63.11; 50.93; 24.42; 49.03 kcal/mol.